No. 1
C69H86ClF4N9O7SSiTa | ωB97M-V with the def2-TZVPD basis set

Results
DFT total energy = -5304.6618 Ha
Net charge = +1
Relative energy (zero: lowest compared OMol25 entry of this formula, charge and spin) = 7.7 kcal per mole
HOMO = -10.17 eV
Max |F| = 0.04165 hartree/bohr

Geometry (Å):
Ta 0.3427 0.1272 -0.1816
C -1.7165 1.1410 3.6068
N -0.7963 1.6677 2.6090
C -1.4378 2.8021 1.9490
C 0.5011 2.0198 3.1933
C 1.6529 1.3678 2.3957
N 1.4240 1.5958 0.9879
C 1.9335 2.7295 0.4487
C 1.1882 3.3827 -0.5554
F -0.0348 2.8199 -0.8344
C 1.5808 4.5351 -1.1963
F 0.7828 5.0820 -2.1227
C 2.7789 5.1455 -0.8617
C 3.5541 4.5306 0.1080
F 4.7301 5.0812 0.4343
C 3.1649 3.3623 0.7414
F 4.0280 2.8143 1.6304
H -1.9083 1.8754 4.4020
H -2.6602 0.9007 3.1253
H -1.3253 0.2335 4.0617
H -1.9322 3.4730 2.6657
H -0.7098 3.3837 1.3923
H -2.1908 2.4341 1.2529
H 0.6453 3.1064 3.1854
H 0.5704 1.6854 4.2311
H 2.5946 1.7707 2.7756
H 1.6587 0.2879 2.5545
H 3.1052 6.0563 -1.3345
C -5.6205 0.9804 3.6967
O -4.7675 -0.0219 3.1890
C -5.2898 -1.2646 2.9858
C -6.6250 -1.6029 3.1785
C -7.0611 -2.8977 2.9534
C -6.1817 -3.8660 2.5061
C -4.8470 -3.5438 2.3290
C -4.3861 -2.2580 2.5708
N -2.9910 -1.9970 2.5099
C -2.2993 -1.2647 1.5893
N -3.0771 -0.4791 0.8213
C -2.9240 0.1673 -0.4084
C -1.7193 0.4958 -1.0263
C -1.8061 1.1070 -2.2822
C -3.0114 1.4298 -2.8703
C -4.2055 1.1214 -2.2334
C -4.1707 0.4736 -1.0158
O -5.2826 0.0756 -0.3086
C -6.5573 0.1910 -0.9042
N -0.9918 -1.2920 1.5397
C -0.3673 -2.2524 2.3763
C 0.3903 -1.8548 3.4683
C 0.9077 -2.7715 4.3672
C 0.6417 -4.1139 4.1976
C -0.0911 -4.5447 3.1022
C -0.5911 -3.6358 2.1793
O -1.3752 -3.9734 1.1120
C -1.6701 -5.3374 0.9110
H -4.9912 1.8543 3.8504
H -6.0572 0.6727 4.6497
H -6.4152 1.2218 2.9861
H -7.3308 -0.8644 3.5237
H -8.0955 -3.1449 3.1370
H -6.5262 -4.8697 2.3155
H -4.1386 -4.2929 2.0114
H -2.4284 -2.5989 3.0945
H -4.0635 -0.5361 1.0558
H -0.8971 1.3452 -2.8186
H -3.0356 1.9250 -3.8296
H -5.1427 1.3811 -2.6980
H -7.2346 -0.3343 -0.2304
H -6.5840 -0.2853 -1.8881
H -6.8679 1.2365 -0.9901
H 0.5320 -0.8050 3.6479
H 1.4901 -2.4358 5.2092
H 0.9882 -4.8306 4.9247
H -0.2852 -5.5989 2.9897
H -2.3592 -5.3719 0.0707
H -2.1484 -5.7878 1.7879
H -0.7740 -5.9098 0.6554
C 2.2177 4.0054 -5.6132
C 3.4202 3.3980 -4.8937
C 4.3456 2.6957 -5.8830
C 4.1871 4.4573 -4.1027
O 2.9464 2.4553 -3.9203
Si 2.3579 0.9723 -4.0556
S 1.7666 0.7484 -1.9758
O 1.1172 0.9385 -5.0636
C 0.5370 -0.0327 -5.9357
C -0.7132 0.6181 -6.5299
C 1.5461 -0.3554 -7.0352
C 0.1789 -1.2837 -5.1415
O 3.3773 -0.2403 -4.3488
C 4.4386 -0.8736 -3.6304
C 5.5273 -1.1818 -4.6596
C 4.9882 0.0260 -2.5272
C 3.8723 -2.1688 -3.0413
H 2.5394 4.7613 -6.3241
H 1.5464 4.4593 -4.8897
H 1.6737 3.2263 -6.1397
H 4.7578 3.4152 -6.5852
H 3.7939 1.9377 -6.4322
H 5.1594 2.2068 -5.3523
H 4.6498 5.1703 -4.7788
H 4.9593 3.9839 -3.4996
H 3.5078 4.9882 -3.4436
H -0.4525 1.5696 -6.9869
H -1.4554 0.7881 -5.7543
H -1.1426 -0.0276 -7.2900
H 1.8165 0.5577 -7.5582
H 1.1249 -1.0555 -7.7505
H 2.4414 -0.7806 -6.5919
H -0.5261 -1.0405 -4.3491
H 1.0759 -1.6927 -4.6860
H -0.2640 -2.0231 -5.8017
H 5.9038 -0.2586 -5.0909
H 5.1203 -1.7945 -5.4596
H 6.3509 -1.7128 -4.1919
H 5.2614 0.9915 -2.9424
H 5.8653 -0.4279 -2.0751
H 4.2385 0.1874 -1.7558
H 3.5666 -2.8289 -3.8500
H 3.0050 -1.9464 -2.4185
H 4.6306 -2.6705 -2.4471
C 4.7949 -7.0732 2.4649
C 4.2940 -5.8221 1.7224
C 3.4897 -6.3174 0.5101
C 3.3671 -5.0554 2.6595
C 5.5024 -4.9636 1.2179
O 6.2740 -5.7805 0.3316
C 6.5108 -4.4854 2.2959
C 6.3135 -3.2184 3.1414
C 5.4669 -3.2784 4.3857
C 4.6606 -2.1959 4.7264
C 3.9652 -2.1595 5.9228
C 4.0488 -3.2358 6.7911
Cl 3.1624 -3.2152 8.2785
C 4.8422 -4.3271 6.4750
C 5.5555 -4.3327 5.2903
C 5.1141 -3.8501 0.2023
N 4.2777 -2.7366 0.5545
C 2.9631 -2.5403 0.3921
N 2.6514 -1.2859 0.6757
C 3.8445 -0.7327 1.0005
N 4.8325 -1.5828 0.9341
H 3.9373 -7.6673 2.7711
H 5.3502 -6.8203 3.3635
H 5.4127 -7.6968 1.8216
H 2.8176 -7.1150 0.8155
H 4.1610 -6.7124 -0.2486
H 2.8847 -5.5269 0.0740
H 2.5577 -5.7119 2.9620
H 2.9254 -4.1857 2.1865
H 3.8886 -4.7317 3.5511
H 6.7419 -6.4482 0.8449
H 7.4320 -4.3114 1.7309
H 6.7116 -5.3270 2.9576
H 5.9754 -2.3978 2.5129
H 7.3148 -2.9471 3.4962
H 4.5868 -1.3532 4.0550
H 3.3789 -1.2936 6.1951
H 4.9220 -5.1546 7.1615
H 6.1975 -5.1741 5.0776
H 4.6639 -4.3691 -0.6450
H 6.0640 -3.4216 -0.1267
H 2.2555 -3.2724 0.0641
H 3.9857 0.2913 1.2809
N -1.6238 -8.3626 -5.2256
C -1.3612 -7.4025 -4.6574
C -1.0360 -6.2224 -3.9507
C 0.2435 -5.6742 -4.0649
C 0.5691 -4.5379 -3.3572
C -0.3803 -3.9298 -2.5328
C -1.6693 -4.4653 -2.4447
C -1.9935 -5.6097 -3.1383
C -0.0605 -2.7824 -1.7704
C 0.1727 -1.8174 -1.0716
H 0.9699 -6.1522 -4.7047
H 1.5573 -4.1087 -3.4325
H -2.3973 -3.9652 -1.8228
H -2.9797 -6.0432 -3.0588

---

No. 2
C44H61BKN5O10PS2 | ωB97M-V with the def2-TZVPD basis set

Results
DFT total energy = -4502.3254 Ha
Net charge = -1
Relative energy (zero: lowest compared OMol25 entry of this formula, charge and spin) = 66.6 kcal per mole
HOMO = -3.99 eV
Max |F| = 0.00868 hartree/bohr

Geometry (Å):
K 0.5662 -0.8923 0.4912
O -3.4863 -3.8149 6.0600
C -2.8482 -4.8651 5.5032
O -3.0625 -5.9750 5.9132
C -1.9422 -4.5670 4.3562
C -1.5943 -5.6112 3.5031
C -0.7965 -5.3889 2.3964
C -0.3235 -4.1044 2.1246
C -0.6220 -3.0773 3.0108
C -1.4317 -3.2951 4.1076
N 0.4619 -3.7592 1.0081
C 0.2250 -4.3151 -0.1055
C 0.9915 -3.9772 -1.3270
C 0.6197 -4.5444 -2.5350
C 1.3202 -4.2008 -3.6822
C 2.3577 -3.2975 -3.5787
C 2.6544 -2.7699 -2.3249
N 2.0033 -3.1061 -1.2214
H -3.3248 -2.9993 5.5618
H -1.9690 -6.6019 3.7247
H -0.5235 -6.2147 1.7513
H -0.2356 -2.0884 2.8237
H -1.6261 -2.4558 4.7683
H -0.5905 -5.0332 -0.2343
H -0.2190 -5.2281 -2.5718
H 1.0392 -4.6151 -4.6418
H 2.9044 -2.9586 -4.4458
H 3.4454 -2.0381 -2.2081
S -2.6221 -2.1260 -0.7253
C -2.8254 -1.5094 0.8349
N -2.0394 -0.6685 1.4766
C -2.4697 -0.4487 2.7755
C -1.7606 0.2790 3.7316
C -2.2606 0.3601 5.0222
C -3.4645 -0.2535 5.3737
C -4.1806 -0.9829 4.4296
C -3.6676 -1.0879 3.1428
S -4.2367 -2.0224 1.7996
H -0.8014 0.7093 3.4645
H -1.6957 0.9022 5.7714
H -3.8387 -0.1728 6.3865
H -5.1108 -1.4710 4.6950
O 3.6585 -1.5843 0.6655
H 3.4439 -1.4981 1.6230
H 3.0940 -2.2968 0.3243
O 2.7725 0.5361 -1.0854
H 2.2194 0.1274 -1.7919
H 3.1563 -0.1685 -0.5325
C -2.4367 2.5398 -1.6405
C -1.6292 1.2698 -1.2973
N -0.4508 1.6316 -0.5180
C -0.8308 2.4497 0.6188
C -1.3008 3.8376 0.1228
N -1.5441 3.7171 -1.3556
C -0.2306 3.5246 -2.0643
C 0.4977 2.3764 -1.3477
H -3.3272 2.6610 -1.0228
H -2.7145 2.5882 -2.6930
H -1.2977 0.7667 -2.2030
H -2.2428 0.5737 -0.7312
H 0.0155 2.5356 1.3004
H -1.6357 1.9487 1.1581
H -0.5473 4.6144 0.2531
H -2.2317 4.1596 0.5892
H -1.9910 4.5626 -1.6938
H 0.3065 4.4725 -2.0264
H -0.4542 3.2628 -3.0993
H 1.3096 2.7334 -0.7160
H 0.9223 1.7045 -2.0918
C -3.1545 0.8180 -9.3421
C -2.0457 1.7497 -8.8345
C -2.7044 3.0134 -8.2801
C -1.1536 2.1616 -10.0143
C -1.2053 1.0249 -7.7795
C -0.5312 -0.1461 -8.1298
C 0.2535 -0.8588 -7.2229
C 0.3513 -0.3676 -5.9407
O 1.0416 -0.8553 -4.8741
B 0.8411 0.0084 -3.7445
O -0.0478 1.0625 -4.2671
C -0.3097 0.7911 -5.5760
C -1.0883 1.5000 -6.4668
H -3.7636 1.3240 -10.0961
H -3.8042 0.5128 -8.5198
H -2.7390 -0.0840 -9.7912
H -3.2869 3.4951 -9.0686
H -1.9604 3.7296 -7.9266
H -3.3834 2.7833 -7.4567
H -1.7438 2.6791 -10.7755
H -0.6837 1.2962 -10.4819
H -0.3602 2.8316 -9.6775
H -0.6140 -0.5238 -9.1418
H 0.7683 -1.7650 -7.5154
H -1.5878 2.4017 -6.1390
C 3.2789 2.8418 1.6252
C 3.3950 2.6874 3.1384
C 4.7032 3.2884 3.6378
C 2.2157 3.3505 3.8487
O 3.4964 1.2907 3.4598
P 2.2775 0.2255 3.4002
O 2.8934 -1.1277 3.2994
O 1.2761 0.6427 2.3733
O 1.5540 0.4402 4.8353
C 2.0025 -0.1480 6.0765
C 3.5080 0.0016 6.2844
C 1.5859 -1.6146 6.0930
C 1.2577 0.6330 7.1517
H 3.2425 3.9017 1.3576
H 2.3861 2.3346 1.2615
H 4.1384 2.3857 1.1327
H 4.7503 4.3535 3.4012
H 5.5454 2.7822 3.1654
H 4.7865 3.1625 4.7187
H 2.2196 4.4231 3.6401
H 2.2895 3.2008 4.9271
H 1.2745 2.9198 3.5104
H 4.0605 -0.5430 5.5212
H 3.7684 -0.3925 7.2688
H 3.7948 1.0531 6.2398
H 2.0729 -2.1435 5.2748
H 0.5032 -1.6866 5.9696
H 1.8625 -2.0827 7.0402
H 1.5340 1.6882 7.1116
H 1.5081 0.2415 8.1396
H 0.1789 0.5490 7.0073

---

No. 3
C4H8O2 | ωB97M-V with the def2-TZVPD basis set

Results
DFT total energy = -307.6541 Ha
Relative energy (zero: lowest compared OMol25 entry of this formula, charge and spin) = 36.6 kcal per mole
HOMO = -9.79 eV
Max |F| = 0.03923 hartree/bohr

Geometry (Å):
O -1.6839 -1.3032 -0.3701
C -0.4078 -0.8141 -0.0028
C -0.3976 0.3961 0.9037
C 1.0303 0.8609 0.7347
O 1.2715 0.7541 -0.7194
C 0.3933 -0.2487 -1.2087
H -2.1584 -0.6654 -0.9435
H 0.0689 -1.6672 0.4763
H -1.0689 1.2055 0.4461
H -0.6928 0.2300 1.9850
H 1.3277 1.9149 1.0409
H 1.7272 0.1075 1.2586
H 0.9096 -1.0113 -1.7052
H -0.3191 0.2408 -1.8958

---

Summary of HOMO-LUMO gap in eV
6.73, 5.16, 10.75
(order as listed above)